No. 1
Here is C8H12BN4S2Se3TcTe as an isolated structure from the Open Molecules 2025 dataset. Energies are from ωB97M-V/def2-TZVPD.

Computed properties:
**Total charge**: +1
**E**: -8905.30275 hartree
**2S+1**: 4
**Gap between HOMO and LUMO (spin up / spin down)**: 0.23772 / 0.20547 Ha

Geometry as XYZ:
```
32
Properties=species:S:1:pos:R:3:forces:R:3:lowdin_charge:R:1
Tc 0.66830 0.63262 1.00127 -0.446 -0.120 -0.615 0.1702
Se 2.33730 -0.68134 -0.02365 -0.464 0.217 0.247 0.0475
Se 4.37292 -0.38285 1.15297 0.024 -0.053 0.709 -0.0648
Te 3.68814 -0.50620 3.54918 0.053 0.026 -0.816 0.5322
Se 1.34006 0.28072 3.31626 0.103 0.030 0.086 -0.0831
C 1.13232 2.07892 -3.01343 0.205 -0.027 -0.006 -0.0080
N -0.22888 2.30163 -2.55928 -0.126 0.056 0.110 -0.1031
C -1.36158 2.22300 -3.33123 -0.128 -0.067 -0.020 -0.0086
C -2.41461 2.44606 -2.50428 -0.001 -0.063 -0.182 -0.0257
N -1.93020 2.66050 -1.24152 0.073 0.077 0.054 -0.0234
B -2.79104 3.06783 -0.00933 0.019 0.126 -0.118 -0.4073
N -2.71480 2.01372 1.16648 0.032 -0.376 0.064 0.0074
C -3.33635 2.31093 2.34897 -0.038 0.054 0.095 -0.0317
C -3.25538 1.23326 3.16691 -0.044 0.081 0.053 -0.0154
N -2.56871 0.26750 2.48345 0.108 0.190 -0.226 -0.1201
C -2.27890 -1.06502 2.98348 -0.080 -0.234 0.147 -0.0348
C -2.24532 0.76240 1.25469 -0.104 0.140 0.225 -0.6615
S -1.36251 -0.15175 0.05978 0.629 -0.155 0.062 0.6535
C -0.60364 2.56820 -1.29663 -0.017 -0.175 -0.135 -0.7056
S 0.49542 2.70292 0.03976 0.263 0.087 0.289 0.6571
H 1.13324 2.03614 -4.09838 -0.032 -0.016 0.000 0.1016
H 1.51772 1.14359 -2.60779 -0.027 -0.002 -0.015 0.0687
H 1.77730 2.89208 -2.68866 -0.046 0.020 0.011 0.0952
H -1.32347 2.01362 -4.38560 0.023 0.034 0.016 0.1336
H -3.46702 2.47728 -2.72281 0.010 0.023 0.063 0.1334
H -2.38327 4.11005 0.41717 0.010 0.042 0.110 0.0824
H -3.93229 3.11030 -0.36692 -0.074 0.027 -0.049 0.0853
H -3.78964 3.27109 2.52406 0.010 -0.008 -0.067 0.1383
H -3.62731 1.09022 4.16637 0.036 -0.073 -0.017 0.1373
H -1.88662 -1.00218 3.99674 0.014 0.070 -0.025 0.0941
H -1.54661 -1.54119 2.34078 0.029 0.020 -0.022 0.0484
H -3.18384 -1.67133 2.99037 -0.017 0.049 -0.027 0.1069
```
Forces are in eV/Å.


No. 2
Here is an isolated ion of composition C8H12Cl2N4O and charge +2 in a non-equilibrium geometry from the Open Molecules 2025 dataset. Energies are from ωB97M-V/def2-TZVPD.

Computed properties:
**Total charge**: +2
**SMILES**: NON1C(Cl)=[NH+]C(Cl)=[NH+]C1=C1CCCC1
**E**: -1525.87141 hartree
**Gap between HOMO and LUMO**: 0.27520 Ha

Geometry as XYZ:
```
27
Properties=species:S:1:pos:R:3:forces:R:3:lowdin_charge:R:1
N 1.47263 -0.92125 -2.93632 0.449 -1.528 0.619 0.1293
O 1.28261 -0.41379 -1.61431 1.024 -0.475 -0.352 -0.1088
N 0.77113 -1.35357 -0.72956 -0.059 0.649 0.449 0.0186
C 1.17660 -2.56808 -0.42473 1.085 0.772 -1.732 -0.5364
Cl 2.49998 -3.24697 -1.26221 -1.230 0.202 1.011 0.9548
N 0.46668 -3.28092 0.53434 0.852 -1.149 -0.765 0.1262
C -0.72285 -2.84455 0.95908 -1.099 1.502 1.007 -0.6104
Cl -1.73428 -3.88173 1.90676 0.995 1.015 -1.215 0.9202
N -1.03182 -1.57987 0.72740 -0.859 -2.568 0.348 0.1753
C -0.19495 -0.62549 0.04837 -1.284 0.150 1.596 -0.1018
C -0.31183 0.70340 0.31779 0.240 -2.673 -1.439 -0.1589
C -1.40619 1.29820 1.13967 -0.944 0.994 0.438 -0.0855
C -1.18030 2.89461 0.89952 -0.478 -2.902 -1.932 -0.1342
C 0.30465 2.89379 0.72498 1.536 -0.583 0.808 -0.1689
C 0.64074 1.66702 -0.21988 1.549 2.325 -1.098 -0.1180
H 0.57103 -0.86485 -3.31808 -1.530 0.191 -1.016 0.0923
H 2.07856 -0.29310 -3.44658 0.429 0.458 0.531 0.1304
H 0.57818 -4.29764 0.55123 0.547 0.233 0.118 0.1793
H -2.02176 -1.47101 0.92252 -0.102 1.172 -0.011 0.1696
H -2.42398 0.89778 0.83062 1.112 0.581 0.494 0.1421
H -1.22569 1.07679 2.22614 -0.254 0.092 -0.839 0.1502
H -1.62280 3.10879 -0.10426 -0.204 0.299 1.041 0.1359
H -1.52385 3.49276 1.71334 -0.431 0.396 0.270 0.1153
H 0.67150 2.46681 1.69744 0.394 1.403 -0.426 0.1336
H 0.66375 3.91370 0.44876 0.310 -1.143 0.277 0.1450
H 1.70722 1.24846 -0.29758 -1.411 1.038 0.950 0.1513
H 0.51504 1.98074 -1.29445 -0.636 -0.452 0.871 0.1537
```
Forces are in eV/Å.


No. 3
Here is C8H12Cl3EuO4S3Si as an isolated structure in a non-equilibrium geometry from the Open Molecules 2025 dataset. Energies are from ωB97M-V/def2-TZVPD.

Computed properties:
**Total charge**: 0
**Relative energy (zero: lowest compared OMol25 entry of this formula, charge and spin)**: 0.000 eV
**E**: -4188.16826 hartree
**2S+1**: 7
**Gap between HOMO and LUMO (spin up / spin down)**: 0.29018 / 0.32331 Ha

Geometry as XYZ:
```
32
Properties=species:S:1:pos:R:3:forces:R:3:lowdin_charge:R:1
Eu 1.25100 0.81149 1.12368 -1.054 -0.786 -0.533 1.2509
C -1.10788 1.06217 -2.22035 -0.436 -0.037 0.034 -0.5135
C -1.93252 1.38313 -0.96455 0.080 0.231 -0.380 -0.5149
S -1.80239 0.25231 0.41758 0.191 0.074 0.502 0.8844
C -2.05274 -1.37088 -0.30456 0.099 -0.402 -0.270 -0.5027
C -1.10479 -2.40783 0.31109 -0.377 -0.043 0.018 -0.5072
S 0.65797 -2.06063 0.30679 0.231 0.095 0.231 0.8296
C 1.14979 -2.19570 -1.40706 0.106 0.033 -0.401 -0.5300
C 0.60574 -1.18744 -2.42360 -0.056 -0.260 -0.129 -0.4997
S 0.60866 0.56493 -1.95661 0.243 0.272 0.120 0.8009
H -1.10234 1.94938 -2.85393 0.084 0.022 0.029 0.0789
H -1.59795 0.28765 -2.81131 0.062 -0.031 0.021 0.0705
H -2.97380 1.51329 -1.26521 -0.016 -0.070 0.036 0.0857
H -1.62131 2.34126 -0.54115 0.044 -0.045 0.066 0.0788
H -1.91931 -1.33783 -1.38361 0.014 0.097 0.029 0.0526
H -3.07779 -1.70251 -0.13151 0.005 0.043 0.063 0.0859
H -1.26184 -3.37751 -0.16536 0.013 0.012 -0.039 0.0875
H -1.35011 -2.54987 1.36539 0.083 0.067 0.034 0.0836
H 0.92687 -3.19849 -1.78071 -0.042 0.001 0.076 0.0883
H 2.23827 -2.12832 -1.36756 0.002 0.077 0.062 0.0624
H -0.41172 -1.44277 -2.71301 0.003 0.008 0.037 0.0609
H 1.20779 -1.28059 -3.32787 0.027 0.037 0.007 0.0803
O -1.43903 2.21050 3.94408 -0.164 0.131 0.159 0.1215
C -0.51625 1.74419 3.35039 0.511 -0.122 -0.782 -0.5583
O -0.07363 2.13018 2.14431 -0.465 0.068 1.020 -0.3322
C 0.29237 0.50643 3.92777 0.521 -0.437 -0.943 -0.5109
O 0.21916 0.17650 5.06689 -0.049 -0.037 0.286 0.1327
O 1.04069 -0.13769 2.97776 -1.064 0.665 1.193 -0.3130
Cl 5.20515 3.53177 0.04310 -0.454 -0.099 0.061 0.0945
Si 3.21337 2.91956 0.30334 0.818 0.127 -0.333 -0.2652
Cl 3.57328 0.50732 -0.08531 0.772 0.083 -0.476 -0.0894
Cl 3.15531 2.48599 2.42110 0.264 0.225 0.203 0.1069
```
Forces are in eV/Å.


No. 4
Here is C8H12Cl3IrN2O3SSi2 as an isolated structure from the Open Molecules 2025 dataset. Energies are from ωB97M-V/def2-TZVPD.

Computed properties:
**Total charge**: +1
**Relative energy (zero: lowest compared OMol25 entry of this formula, charge and spin)**: 5.881 eV
**E**: -3109.00479 hartree
**2S+1**: 2
**Gap between HOMO and LUMO (spin up / spin down)**: 0.23938 / 0.23292 Ha

Geometry as XYZ:
```
32
Properties=species:S:1:pos:R:3:forces:R:3:lowdin_charge:R:1
Ir -0.16310 -3.52510 -1.21028 -0.414 -0.308 0.358 0.5058
C -2.30734 1.20921 -1.30674 0.014 0.021 -0.028 -0.1679
Si -1.11173 1.67242 0.03805 -0.095 -0.061 -0.043 0.5585
C -0.71729 3.48621 -0.08821 0.049 -0.005 0.008 -0.1672
C -1.59488 1.18677 1.76597 0.007 0.010 0.012 -0.1571
C 0.61065 0.73437 -0.27211 0.081 -0.011 0.036 -0.2581
C 1.75866 1.54922 0.17815 0.009 0.033 -0.093 -0.0394
C 2.87991 1.15485 0.77370 0.014 -0.001 -0.030 -0.0053
C 3.34880 -0.19123 1.07768 -0.037 0.041 -0.040 -0.0991
N 2.84567 -1.35158 0.99198 0.115 -0.151 -0.074 0.1294
C 0.65391 -0.80416 -0.11175 -0.140 -0.372 0.329 -0.6510
S -0.93431 -1.74108 -0.06821 0.571 0.137 -0.206 0.6645
H -3.22356 1.78496 -1.15112 0.008 0.023 -0.008 0.0509
H -2.57762 0.15673 -1.32513 0.002 -0.005 0.022 0.0037
H -1.91595 1.48446 -2.28857 -0.014 0.018 0.002 0.0474
H -1.66130 4.03615 -0.09235 -0.005 -0.004 0.007 0.0512
H -0.19814 3.74046 -1.01510 -0.014 0.008 -0.006 0.0503
H -0.13101 3.85560 0.75429 -0.002 0.007 0.000 0.0459
H -2.29305 1.92967 2.15870 -0.002 0.004 -0.010 0.0499
H -0.73377 1.17056 2.43822 -0.004 0.008 0.007 0.0483
H -2.08399 0.21471 1.81232 0.019 -0.015 -0.007 0.0207
H 1.66430 2.60440 -0.04534 -0.014 0.008 0.054 0.1058
H 3.60234 1.92408 1.01775 -0.020 0.006 0.037 0.1228
H 4.37197 -0.26013 1.43537 0.007 -0.014 -0.019 0.1318
O 0.79613 0.50028 -1.81444 0.042 0.074 0.022 0.1282
N 0.91593 -0.78313 -1.65257 -0.719 0.248 -0.131 -0.1976
O 0.78804 -1.57573 -2.50764 0.717 -0.096 -0.423 0.1127
O 1.49790 -1.56537 0.62727 -0.081 0.301 0.256 -0.1096
Cl 0.38468 -5.98797 -1.48142 -0.011 0.307 -0.050 0.2348
Si -1.03522 -5.18413 -0.07298 -0.210 -0.094 0.097 -0.8568
Cl -0.53336 -5.56488 1.83799 0.056 -0.067 -0.045 0.3251
Cl -2.90327 -5.86060 -0.40347 0.069 -0.048 -0.036 0.3215
```
Forces are in eV/Å.